The following is a quantum chemistry calculation of a gas-phase ion, CHN4O2 (charge -1), from OMol25.

Positions of all 8 atoms, in Å:
C 1.72551 0.48121 -0.11224
N 2.64785 1.07702 -0.51405
N -0.53915 0.23912 0.94857
N 0.63785 -0.48237 0.79690
N -1.42305 0.06609 -0.04794
O -1.15012 -0.69737 -1.05957
O -2.57356 0.59652 -0.03571
H 0.67467 -1.28022 0.02404

Atomic forces in eV per Å
C -0.2 -1.1 1.4
N -1.6 -0.8 0.5
N -1.1 -0.4 -0.4
N 2.5 1.0 -3.8
N -0.7 -1.4 -2.4
O 0.3 1.1 1.7
O 2.1 -0.2 1.1
H -1.3 1.9 1.8

Energy relative to the best compared isomer or geometry (same formula, charge and spin) = 5.473 eV
Orbital gap = 9.22 eV
SMILES = N#CNN=[N+]([O-])[O-]
Charge = -1